# 1
Density functional theory data (ωB97M-V with the def2-TZVPD basis set) for a gas-phase ion, C5H9ClN5O (charge +1) at a distorted geometry.

## Properties
Spin multiplicity = 3
ΔE to the lowest compared entry with this formula, charge and spin = 0.00 kcal per mole
Net charge = +1
Gap between HOMO and LUMO (spin up / spin down) = 7.27 / 7.36 eV

Each line ends with the Mulliken spin population.
Atoms and positions in Å:
C -0.565 0.944 0.897  0.2024
C 1.226 0.864 -0.568  0.4521
C 2.039 0.073 -1.525  0.1558
C -2.199 -1.057 1.239  0.0274
C -1.667 0.350 1.489  0.3817
N 0.220 0.325 0.018  0.1860
N 2.975 0.678 -2.229  0.1039
N -1.579 -1.757 0.283  0.0165
N -2.421 0.982 2.375  0.3764
N 1.799 -1.223 -1.648  0.0885
O -3.131 -1.449 1.902  0.0220
Cl 1.754 2.531 -0.344  0.0500
H -0.347 1.973 1.182  -0.0058
H 3.114 1.672 -2.102  -0.0038
H 3.555 0.186 -2.890  -0.0056
H -0.865 -1.305 -0.266  -0.0078
H -1.927 -2.678 0.065  -0.0006
H -2.244 1.920 2.695  -0.0188
H -3.197 0.436 2.749  -0.0138
H 2.328 -1.799 -2.284  -0.0043
H 1.130 -1.664 -1.038  -0.0023


# 2
Density functional theory data (ωB97M-V with the def2-TZVPD basis set) for a molecular structure, C5H9EuMgO4 at a distorted geometry.

## Properties
Spin multiplicity = 8
ΔE to the lowest compared entry with this formula, charge and spin = 31.45 kcal per mole
Net charge = +1
Gap between HOMO and LUMO (spin up / spin down) = 4.23 / 4.35 eV

Each line ends with the Mulliken spin population.
Atoms and positions in Å:
O 0.937 1.307 -1.036  0.0007
C 1.466 1.696 0.172  0.0004
C 0.877 0.935 1.349  0.0005
O 0.848 -0.468 1.055  -0.0046
C 2.121 -1.105 0.993  -0.0009
Eu -1.097 -1.797 1.107  7.0259
H 1.371 2.771 0.423  0.0000
H 2.551 1.469 0.145  -0.0002
H -0.148 1.276 1.551  0.0000
H 1.475 1.099 2.260  -0.0009
H 1.990 -2.193 0.990  0.0025
H 2.625 -0.843 0.053  -0.0005
H 2.727 -0.805 1.861  -0.0004
O -2.137 0.543 -2.862  -0.0001
C -3.180 -0.113 -2.541  0.0018
C -3.005 -0.910 -1.251  -0.0095
O -1.803 -0.681 -0.563  -0.0118
Mg -0.593 0.421 -1.609  -0.0051
H -3.178 -1.973 -1.511  0.0007
H -3.848 -0.627 -0.588  0.0015


# 3
Density functional theory data (ωB97M-V with the def2-TZVPD basis set) for a single C5H9F molecule at a distorted geometry.

## Properties
ΔE to the lowest compared entry with this formula, charge and spin = 13.63 kcal per mole
Net charge = 0
Gap between HOMO and LUMO = 11.03 eV

Each line ends with the Mulliken charge.
Atoms and positions in Å:
C 1.991 -0.185 -0.256  -0.7146
C 0.783 -0.741 -0.571  -0.6146
C -0.494 -0.014 -0.366  1.7402
C -0.232 1.419 0.141  -1.7532
C -1.292 -0.832 0.625  -1.3688
F -1.221 0.042 -1.493  -0.3773
H 2.037 0.924 -0.083  0.1921
H 2.909 -0.704 -0.309  0.3130
H 0.570 -1.765 -0.846  0.3125
H 0.337 1.875 -0.689  0.4584
H 0.256 1.392 1.120  0.3754
H -1.234 1.854 0.184  0.4213
H -1.182 -1.891 0.271  0.3655
H -2.339 -0.578 0.613  0.3682
H -0.889 -0.799 1.657  0.2819


# 4
Density functional theory data (ωB97M-V with the def2-TZVPD basis set) for 2 unconnected molecules or ions with the total composition C5H9F2P at a distorted geometry.

## Properties
ΔE to the lowest compared entry with this formula, charge and spin = 39.10 kcal per mole
Net charge = 0
Gap between HOMO and LUMO = 9.31 eV

Each line ends with the Mulliken charge.
Atoms and positions in Å:
F 1.115 1.918 -3.051  -0.2083
C 1.726 0.733 -2.818  0.5467
F 0.825 -0.239 -3.017  -0.2012
P 3.362 0.595 -2.497  -0.1372
H 3.073 -0.734 -2.400  0.0248
C 1.379 1.016 -0.042  -1.1939
C 0.098 0.621 -0.087  -0.0316
C -0.599 -0.673 0.138  -0.4741
C -1.768 -0.316 1.114  -1.0098
H 1.796 1.919 -0.239  0.4930
H 2.094 0.229 -0.054  0.3662
H -0.639 1.395 -0.332  0.2073
H -0.068 -1.432 0.655  0.3540
H -0.802 -1.260 -0.767  0.3551
H -2.365 0.551 0.716  0.2999
H -1.229 0.164 1.977  0.2863
H -2.121 -1.353 1.269  0.3229


# 5
Density functional theory data (ωB97M-V with the def2-TZVPD basis set) for 2 unconnected molecules or ions with the total composition C5H9F3N3 at a distorted geometry.

## Properties
ΔE to the lowest compared entry with this formula, charge and spin = 49.06 kcal per mole
Net charge = +1
Gap between HOMO and LUMO = 10.06 eV

Each line ends with the Mulliken charge.
Atoms and positions in Å:
C -1.282 -1.014 0.170  0.5079
C 0.421 0.405 -0.385  -0.4067
C -2.219 -2.050 0.266  -0.9777
C -0.965 2.512 -0.409  -0.7807
C 3.826 -0.157 0.026  0.4134
N -1.785 0.221 0.019  -0.1410
N -0.709 1.081 -0.294  0.3306
N 0.049 -0.892 -0.061  0.0590
F 4.829 -0.372 0.813  -0.2019
F 3.220 0.873 0.501  -0.1901
F 2.952 -1.156 0.224  -0.2613
H 4.050 -0.142 -0.955  0.2569
H -2.158 -2.320 1.317  0.3286
H -1.975 -3.002 -0.220  0.3473
H -3.344 -1.735 0.072  0.2649
H -0.852 3.011 -1.363  0.3096
H -1.927 2.723 -0.040  0.3293
H -0.211 3.047 0.211  0.3336
H -2.726 0.549 0.177  0.2426
H 0.805 -1.580 -0.070  0.2358


# 6
Density functional theory data (ωB97M-V with the def2-TZVPD basis set) for 2 unconnected molecules or ions with the total composition C5H9F3NO at a distorted geometry.

## Properties
ΔE to the lowest compared entry with this formula, charge and spin = 0.00 kcal per mole
Net charge = -1
Gap between HOMO and LUMO (spin up / spin down) = 6.56 / 6.56 eV

Each line ends with the Mulliken charge.
Atoms and positions in Å:
C -2.661 -0.702 -0.655  -1.3888
C -1.751 0.188 0.254  -0.4618
C -0.337 0.191 -0.302  -0.2227
C 0.620 0.547 0.869  -0.8237
C 2.840 -0.370 0.061  0.5039
N 1.834 1.318 0.449  -0.0536
O 1.715 1.918 -0.725  -0.6699
F 2.339 -1.642 0.375  -0.2829
F 3.133 -0.537 -1.211  -0.2838
F 4.032 -0.219 0.650  -0.3203
H -3.447 -1.081 -0.146  0.4368
H -3.040 -0.063 -1.362  0.3478
H -2.169 -1.466 -1.296  0.3236
H -1.890 1.294 0.422  0.3649
H -1.864 -0.342 1.163  0.2613
H -0.194 -0.858 -0.632  0.2229
H -0.036 1.006 -0.967  0.3724
H 0.877 -0.341 1.438  0.2753
H -0.002 1.157 1.614  0.3985


# 7
Density functional theory data (ωB97M-V with the def2-TZVPD basis set) for a molecular structure, C5H9F4N2O at a distorted geometry.

## Properties
ΔE to the lowest compared entry with this formula, charge and spin = 58.94 kcal per mole
Net charge = +1
Gap between HOMO and LUMO = 8.02 eV

Each line ends with the Mulliken charge.
Atoms and positions in Å:
C 0.498 -0.364 -1.265  0.2346
C -1.957 -1.634 -1.475  -0.8832
C 1.490 1.564 -0.381  0.0033
C 1.615 -0.547 0.775  -0.8394
C -1.586 0.406 -0.026  0.7547
N -1.122 -0.871 -0.526  -0.1531
N 1.311 0.272 -0.350  0.2390
O 0.718 -0.547 -2.396  -0.3281
F -1.078 0.545 1.280  -0.2756
F -1.214 1.554 -0.693  -0.2733
F -2.926 0.412 0.130  -0.2238
F 1.384 1.664 3.271  -0.4060
H -1.311 -2.369 -1.814  0.3695
H -2.833 -1.986 -0.982  0.3426
H -2.460 -0.962 -2.210  0.3300
H 0.879 2.146 -1.060  0.2766
H 2.187 2.151 0.163  0.3361
H 1.331 1.145 4.091  0.4097
H 0.982 -1.399 0.884  0.3980
H 1.516 -0.048 1.673  0.3326
H 2.577 -1.133 0.912  0.3556


# 8
Density functional theory data (ωB97M-V with the def2-TZVPD basis set) for 2 unconnected molecules or ions with the total composition C5H9FN at a distorted geometry.

## Properties
ΔE to the lowest compared entry with this formula, charge and spin = 61.18 kcal per mole
Net charge = +1
Gap between HOMO and LUMO = 9.31 eV

Each line ends with the Mulliken charge.
Atoms and positions in Å:
C -1.037 -0.660 0.774  -0.6625
C -2.263 -0.023 0.133  -0.4261
C 1.979 -0.876 -0.752  -0.6344
C 2.012 -0.285 0.427  -0.0758
C -0.968 0.641 0.104  0.4841
N -0.357 1.562 -0.497  -0.2389
F 1.965 1.008 0.771  -0.2861
H -0.937 -0.824 1.787  0.3109
H -0.570 -1.362 0.230  0.3593
H -2.920 -0.315 -0.808  0.2985
H -2.870 0.369 0.818  0.3108
H 1.793 -0.294 -1.641  0.2917
H 2.193 -1.891 -0.870  0.3040
H 2.234 -1.030 1.171  0.3801
H 0.583 1.989 -0.352  0.3001
H -0.838 1.992 -1.294  0.2843


# 9
Density functional theory data (ωB97M-V with the def2-TZVPD basis set) for a gas-phase ion, C5H9FNO2 (charge -1).

## Properties
ΔE to the lowest compared entry with this formula, charge and spin = 0.00 kcal per mole
Net charge = -1
Gap between HOMO and LUMO = 8.20 eV

Each line ends with the Mulliken charge.
Atoms and positions in Å:
N 2.484 -0.186 0.224  -0.8711
C 1.052 0.141 0.402  0.4121
C 0.220 -1.032 -0.126  -0.8754
C -1.199 -0.670 -0.570  -0.5991
C -1.995 0.052 0.507  -0.1918
F -3.343 -0.376 0.476  -0.3688
C 0.697 1.484 -0.301  0.4090
O 0.885 1.471 -1.540  -0.7416
O 0.264 2.409 0.430  -0.7688
H 2.621 -0.199 -0.786  0.3112
H 3.013 0.628 0.527  0.3154
H 0.885 0.249 1.478  0.2806
H 0.163 -1.806 0.650  0.2926
H 0.752 -1.478 -0.972  0.2688
H -1.745 -1.586 -0.815  0.4045
H -1.138 -0.056 -1.471  0.3023
H -1.998 1.132 0.378  0.2215
H -1.620 -0.176 1.507  0.1986


# 10
Density functional theory data (ωB97M-V with the def2-TZVPD basis set) for 2 unconnected molecules or ions with the total composition C5H9FOS at a distorted geometry.

## Properties
ΔE to the lowest compared entry with this formula, charge and spin = 44.21 kcal per mole
Net charge = 0
Gap between HOMO and LUMO = 8.04 eV

Each line ends with the Mulliken charge.
Atoms and positions in Å:
C 0.513 0.182 -1.852  0.1372
C 1.029 -1.213 -1.924  -0.9871
C -1.798 0.878 -0.156  -0.9092
C 0.771 0.509 1.800  -0.6504
C 0.307 0.718 -0.513  0.5392
O 0.794 -0.046 0.494  -0.2862
F 0.605 2.037 -0.366  -0.2982
S 0.251 1.095 -3.176  -0.2327
H 1.938 -1.287 -1.324  0.2791
H 0.313 -1.915 -1.500  0.2823
H 1.244 -1.480 -2.955  0.3687
H -2.040 1.682 -0.826  0.3499
H -2.162 -0.088 -0.456  0.2700
H -1.881 1.099 0.889  0.3437
H -0.091 1.160 1.940  0.2983
H 1.681 1.084 1.986  0.2665
H 0.717 -0.331 2.489  0.2289


# 11
Density functional theory data (ωB97M-V with the def2-TZVPD basis set) for a single C5H9FS molecule at a distorted geometry.

## Properties
ΔE to the lowest compared entry with this formula, charge and spin = 87.04 kcal per mole
Net charge = 0
Gap between HOMO and LUMO (spin up / spin down) = 8.88 / 5.89 eV

Each line ends with the Mulliken charge.
Atoms and positions in Å:
C -0.972 -0.406 -1.005  -0.4236
C -2.141 0.567 -0.632  -0.6924
C -0.278 -0.928 0.097  0.2909
C 2.168 -0.510 0.841  -1.0904
C 0.648 -0.269 1.087  -0.3770
F -0.040 -2.274 0.128  -0.3105
S -3.006 -0.132 0.755  -0.1845
H -1.486 -1.114 -1.541  0.3189
H -0.130 -0.021 -1.612  0.2434
H -1.936 1.494 -0.213  0.3161
H -2.921 0.696 -1.427  0.3466
H 2.444 0.012 -0.089  0.2982
H 2.359 -1.540 0.803  0.3389
H 2.644 0.014 1.636  0.3525
H 0.443 0.897 1.167  0.2314
H 0.445 -0.606 2.163  0.3417


# 12
Density functional theory data (ωB97M-V with the def2-TZVPD basis set) for a single C5H9INOP molecule at a distorted geometry.

## Properties
ΔE to the lowest compared entry with this formula, charge and spin = 31.07 kcal per mole
Net charge = 0
Gap between HOMO and LUMO (spin up / spin down) = 7.84 / 7.84 eV

Each line ends with the Mulliken charge.
Atoms and positions in Å:
C -0.453 -1.264 -0.697  0.5317
C -1.256 -0.556 0.368  -1.4347
C -0.536 -0.458 -1.962  -0.5720
C -0.742 0.802 0.528  1.2221
C 0.621 1.020 1.006  -1.1541
N -0.506 0.960 -1.652  -0.6376
O -1.706 1.670 0.837  -0.4876
P 0.298 -2.687 -0.359  -0.1554
I 1.013 2.247 -2.093  0.0158
H -2.271 -0.463 -0.009  0.2847
H -1.262 -1.166 1.295  0.4835
H 0.273 -0.715 -2.620  0.4104
H -1.502 -0.569 -2.447  0.2236
H 0.748 1.942 1.625  0.3553
H 1.390 1.166 0.196  0.2233
H 0.828 0.095 1.595  0.2939
H -1.467 2.612 0.663  0.3899
H 0.905 -3.072 -1.666  0.0072


# 13
Density functional theory data (ωB97M-V with the def2-TZVPD basis set) for a single C5H9IS2 molecule at a distorted geometry.

## Properties
ΔE to the lowest compared entry with this formula, charge and spin = 14.33 kcal per mole
Net charge = 0
Gap between HOMO and LUMO (spin up / spin down) = 6.49 / 6.49 eV

Each line ends with the Mulliken charge.
Atoms and positions in Å:
C -0.278 2.301 -0.183  -0.5686
C 0.589 1.986 -1.392  -0.5384
C 1.204 -0.497 -0.486  -0.3250
C 0.421 -1.899 1.513  -0.6740
C 0.525 -1.816 -0.006  -0.3923
S 0.301 1.552 1.305  -0.1952
S 0.461 0.209 -1.782  -0.0740
I 3.169 -0.026 0.164  0.2382
H -0.042 3.300 0.078  0.3465
H -1.361 1.993 -0.349  0.2885
H 0.421 2.616 -2.353  0.3387
H 1.682 2.265 -1.346  0.2767
H 0.528 -0.794 1.701  0.0249
H 1.145 -2.537 2.052  0.2970
H -0.627 -2.147 1.767  0.2637
H -0.304 -1.949 -0.648  0.4143
H 1.151 -2.729 -0.405  0.2789


# 14
Density functional theory data (ωB97M-V with the def2-TZVPD basis set) for a molecular structure, C5H9Mg2O4 at a distorted geometry.

## Properties
Spin multiplicity = 2
ΔE to the lowest compared entry with this formula, charge and spin = 4.80 kcal per mole
Net charge = 0
Gap between HOMO and LUMO (spin up / spin down) = 6.23 / 5.75 eV

Each line ends with the Mulliken spin population.
Atoms and positions in Å:
O -1.296 1.094 0.141  -0.0118
C -0.297 2.001 0.461  0.0078
C 1.053 1.312 0.337  0.0083
O 1.048 0.666 -0.935  -0.1026
C 1.633 1.411 -1.994  0.0212
Mg 0.042 -1.134 -1.308  0.8582
H -0.309 2.549 1.421  0.0001
H -0.344 2.809 -0.295  -0.0031
H 1.259 0.559 1.112  0.0060
H 1.873 2.039 0.442  0.0058
H 1.919 0.744 -2.817  -0.0042
H 0.907 2.143 -2.372  0.0094
H 2.525 1.931 -1.615  0.0061
O -2.629 -1.954 2.089  -0.0019
C -2.172 -3.126 1.877  0.0013
C -1.074 -3.152 0.816  0.0294
O -0.668 -1.901 0.340  0.1021
Mg -1.845 -0.493 0.990  0.0665
H -1.422 -3.846 0.024  0.0016
H -0.202 -3.653 1.285  0.0000


# 15
Density functional theory data (ωB97M-V with the def2-TZVPD basis set) for a molecular structure, C5H9MgO4Tl at a distorted geometry.

## Properties
Spin multiplicity = 2
ΔE to the lowest compared entry with this formula, charge and spin = 7.53 kcal per mole
Net charge = +1
Gap between HOMO and LUMO (spin up / spin down) = 5.41 / 6.30 eV

Each line ends with the Mulliken spin population.
Atoms and positions in Å:
O 0.653 2.680 -0.215  0.0222
C 1.767 2.092 0.172  0.0675
C 1.879 0.769 0.484  0.1673
O 0.581 0.205 0.738  0.0075
C 0.303 -0.979 0.006  -0.0003
C -1.176 -1.247 0.094  -0.0027
O -1.856 -0.056 -0.303  -0.0001
C -3.260 -0.228 -0.464  0.0002
Mg -0.908 1.687 0.455  -0.0021
H 2.696 2.682 0.110  0.0050
H 0.871 -1.828 0.416  0.0028
H 0.607 -0.822 -1.041  0.0013
H -1.480 -1.512 1.120  -0.0001
H -1.448 -2.073 -0.579  0.0000
H -3.688 0.750 -0.707  0.0000
H -3.452 -0.934 -1.283  0.0000
H -3.707 -0.603 0.468  0.0000
H 3.503 -0.138 -0.780  0.0013
Tl 3.723 0.059 1.465  0.6267
O 4.393 -0.505 -0.154  0.1035